Entry 1:
Here is 5 unconnected molecules or ions with the total composition C34H74N5O3 at a distorted geometry from the Open Molecules 2025 dataset. Energies are from ωB97M-V with the def2-TZVPD basis set.

Each line ends with the Löwdin charge.
Cartesian coordinates (Å):
C -0.570170 -4.812584 5.008181  -0.0770
C 0.234530 -3.972690 3.999877  -0.2166
C -0.234612 -4.120468 2.568645  -0.1872
O -1.581274 -3.683994 2.313377  -0.1231
C -1.864326 -2.382417 2.726244  -0.1493
C -2.702329 -2.424030 3.990376  -0.1240
C -3.631059 -3.435199 4.147859  0.0364
C -4.412477 -3.487245 5.285238  -0.0579
C -5.424196 -4.587412 5.407355  -0.4604
O -5.743646 -5.041335 6.447439  0.2125
O -5.929308 -4.968419 4.207512  0.1092
C -4.247817 -2.530810 6.281775  0.0562
C -3.310493 -1.549914 6.087848  0.0025
N -2.566733 -1.510616 4.961449  0.1746
H 0.038103 -5.540292 5.528733  0.0767
H -1.437396 -5.284315 4.557813  0.0677
H -0.970911 -4.155674 5.782163  0.0636
H 0.293728 -2.932350 4.312318  0.0953
H 1.258752 -4.336324 4.013411  0.1161
H -0.225676 -5.174259 2.313928  0.1313
H 0.435993 -3.609424 1.876908  0.1269
H -2.490452 -1.889291 1.972097  0.0834
H -0.973911 -1.768008 2.863902  0.1409
H -3.755926 -4.176781 3.383170  0.1297
H -5.496788 -5.789624 3.932022  0.1450
H -4.838043 -2.570443 7.180370  0.1407
H -3.134437 -0.794388 6.835601  0.1447
H -1.874655 -0.782707 4.836905  0.1882
C -5.522661 -2.671487 1.705989  -0.0615
C -5.022785 -1.286261 1.333777  -0.2366
N -3.655654 -1.296195 0.837120  -0.2516
C -3.076876 0.035187 0.720858  -0.2436
C -3.686017 1.012740 -0.287956  -0.0678
C -3.397089 -2.193097 -0.282458  -0.2331
C -4.205494 -1.988751 -1.569245  -0.0622
H -4.857563 -3.130941 2.435300  0.0263
H -6.513954 -2.597169 2.154078  0.0912
H -5.606834 -3.338172 0.847839  0.0843
H -5.039801 -0.667756 2.236779  0.1199
H -5.733250 -0.826372 0.632345  0.1115
H -2.009125 -0.070058 0.504319  0.1126
H -3.122296 0.500396 1.712577  0.1115
H -3.394596 0.768935 -1.308328  0.0563
H -3.316552 2.019379 -0.084610  0.0762
H -4.774122 1.051394 -0.236497  0.0731
H -3.557037 -3.217956 0.062639  0.1064
H -2.330297 -2.146204 -0.517062  0.1199
H -5.260535 -1.797924 -1.369709  0.0735
H -4.147905 -2.888600 -2.183792  0.0802
H -3.817238 -1.168923 -2.170464  0.0602
C 1.013260 -0.721103 -1.610678  -0.0906
C 0.369773 0.523233 -2.200983  -0.2688
N 0.705510 1.745794 -1.498419  -0.1896
C -0.092866 2.885986 -1.921844  -0.2416
C 0.060306 3.373006 -3.368142  -0.0742
C 2.128149 1.996017 -1.333931  -0.2410
C 2.997097 2.090296 -2.596383  -0.0679
H 0.749613 -0.844652 -0.557645  0.0657
H 0.667669 -1.601930 -2.153394  0.0661
H 2.100252 -0.695448 -1.694657  0.0637
H -0.715238 0.385001 -2.148718  0.1075
H 0.628558 0.575784 -3.270327  0.0947
H 0.102544 3.722688 -1.245425  0.0988
H -1.145496 2.630899 -1.758161  0.0973
H 0.983269 3.931228 -3.514650  0.0590
H -0.760701 4.048708 -3.615420  0.0740
H 0.033632 2.553170 -4.086328  0.0663
H 2.536561 1.206586 -0.697359  0.1006
H 2.252581 2.910269 -0.747401  0.0960
H 2.748510 1.319469 -3.328422  0.0499
H 4.047464 1.958604 -2.328551  0.0778
H 2.913678 3.061642 -3.080102  0.0611
C 2.723324 2.615299 2.884838  -0.0918
C 2.752550 3.955346 3.603918  -0.2781
N 3.411060 4.998239 2.843721  -0.1979
C 3.660648 6.201772 3.620139  -0.2461
C 2.454749 7.001808 4.128774  -0.0853
C 2.908559 5.207363 1.496486  -0.2422
C 1.427224 5.571845 1.324534  -0.0759
H 3.730486 2.288579 2.622577  0.0826
H 2.279703 1.856834 3.532975  0.0659
H 2.124332 2.653255 1.973222  0.0533
H 3.304652 3.825233 4.538757  0.1181
H 1.721441 4.224399 3.887430  0.0986
H 4.301775 6.863870 3.032831  0.1135
H 4.266107 5.911893 4.484504  0.1101
H 1.985311 7.581185 3.335276  0.0559
H 2.782835 7.713033 4.888953  0.0719
H 1.697665 6.363727 4.585805  0.0634
H 3.104835 4.299356 0.920407  0.0831
H 3.524188 5.972650 1.018452  0.1183
H 0.777392 4.975845 1.967355  0.0676
H 1.122229 5.387595 0.291725  0.0558
H 1.237989 6.624266 1.527525  0.0572
C 2.522087 -2.055858 -8.587570  -0.0896
C 3.695471 -1.602625 -7.732327  -0.2728
N 3.379089 -0.485255 -6.861493  -0.1965
C 4.549627 0.107411 -6.236980  -0.2462
C 5.355297 -0.741771 -5.245007  -0.0833
C 2.232079 -0.671103 -5.993820  -0.2481
C 2.252633 -1.850291 -5.009322  -0.0808
H 2.134718 -1.231845 -9.187861  0.0808
H 2.845767 -2.846751 -9.264759  0.0740
H 1.705540 -2.459462 -7.987303  0.0626
H 4.495867 -1.282757 -8.404320  0.1190
H 4.084063 -2.471819 -7.178107  0.1013
H 4.244327 1.033751 -5.741345  0.1062
H 5.222722 0.422288 -7.040054  0.1111
H 4.854383 -0.828017 -4.281004  0.0492
H 6.321446 -0.268467 -5.059252  0.0716
H 5.552213 -1.744769 -5.623985  0.0662
H 1.343678 -0.769850 -6.622379  0.1020
H 2.071392 0.257907 -5.438398  0.0962
H 2.628167 -2.767108 -5.464905  0.0696
H 1.236200 -2.051794 -4.662011  0.0648
H 2.853262 -1.631599 -4.127076  0.0467

Force components x, y, z for each atom (eV/Å):
C -0.255 0.848 0.243
C 0.050 -0.568 0.147
C -0.088 0.078 -0.013
O 0.175 -0.298 -0.044
C 0.249 0.119 1.135
C 0.899 -0.321 -0.716
C -0.143 0.026 0.727
C 0.134 0.230 -0.466
C 0.125 0.307 -0.306
O -0.233 -0.322 0.916
O 0.357 -0.187 -0.330
C 0.245 0.062 -0.117
C -0.221 0.101 0.469
N -0.403 -0.348 -0.035
H 0.058 -0.264 -0.095
H 0.027 -0.297 -0.184
H -0.054 -0.034 0.164
H -0.032 0.154 -0.039
H 0.225 0.105 -0.095
H -0.091 -0.162 -0.152
H 0.068 0.154 -0.026
H -0.295 -0.033 -0.161
H 0.204 0.038 0.139
H 0.339 -0.090 -0.107
H -0.453 -0.216 -0.033
H -0.042 0.060 0.170
H 0.137 0.180 -0.071
H 0.024 0.070 0.078
C -0.139 0.005 -0.067
C -0.185 -0.128 -0.053
N -0.371 0.464 -0.568
C 0.071 0.323 -0.055
C 0.113 0.050 -0.035
C -0.074 -0.326 -0.332
C 0.103 -0.001 -0.021
H -0.361 0.119 -0.414
H 0.009 -0.012 0.026
H 0.003 0.039 -0.026
H 0.046 0.134 -0.026
H 0.074 0.012 0.025
H 0.018 -0.096 -0.071
H -0.112 -0.051 0.088
H -0.067 -0.026 -0.005
H 0.015 -0.021 0.016
H 0.003 -0.055 0.029
H -0.027 0.056 0.083
H 0.028 0.125 0.066
H -0.001 -0.009 0.024
H 0.007 0.003 0.033
H -0.067 0.052 0.025
C 0.064 -0.035 -0.023
C 0.049 -0.156 -0.111
N -0.142 0.107 0.242
C -0.175 0.111 -0.077
C -0.032 0.116 0.029
C 0.284 -0.082 0.069
C 0.071 0.059 0.062
H 0.028 0.079 0.033
H 0.006 -0.005 -0.006
H -0.008 -0.045 0.025
H -0.045 0.199 -0.057
H -0.052 -0.091 -0.014
H 0.128 -0.062 0.040
H 0.022 -0.134 -0.016
H 0.040 -0.059 -0.027
H -0.009 -0.013 0.013
H 0.007 -0.013 0.006
H -0.054 -0.038 -0.032
H -0.149 0.055 -0.049
H -0.011 -0.017 0.010
H -0.012 -0.015 0.009
H -0.059 -0.033 -0.077
C -0.048 -0.043 -0.059
C -0.094 -0.109 -0.008
N 0.043 0.091 0.003
C 0.143 0.112 0.170
C 0.035 0.083 -0.029
C -0.034 -0.108 -0.208
C 0.026 0.059 -0.092
H 0.006 0.045 -0.033
H 0.010 0.009 0.031
H 0.004 -0.026 -0.007
H 0.009 0.126 0.013
H -0.013 -0.026 0.021
H -0.035 -0.040 -0.091
H -0.041 -0.099 -0.010
H -0.056 -0.047 -0.016
H 0.017 -0.016 0.000
H 0.002 -0.020 -0.005
H 0.004 -0.034 0.070
H 0.023 0.059 0.115
H 0.017 -0.022 0.014
H 0.013 -0.004 0.000
H -0.040 -0.015 0.085
C -0.028 -0.021 0.008
C -0.055 -0.146 -0.066
N 0.053 0.122 0.086
C 0.176 0.143 -0.040
C 0.010 0.075 0.073
C -0.258 -0.070 -0.017
C -0.091 0.108 0.117
H -0.013 0.026 0.040
H 0.015 0.007 -0.004
H -0.001 -0.004 -0.007
H 0.066 0.055 0.098
H 0.011 -0.016 -0.026
H -0.096 -0.031 0.014
H -0.039 -0.077 -0.059
H -0.032 -0.064 -0.009
H -0.005 0.009 -0.021
H -0.017 -0.006 -0.014
H 0.051 -0.037 -0.059
H 0.126 0.032 0.001
H 0.017 0.023 -0.036
H -0.005 -0.004 -0.016
H 0.080 -0.076 -0.024

Computed properties:
* net charge: +1
* relative energy (zero: lowest compared OMol25 entry of this formula, charge and spin): 0.299 eV
* orbital gap: 0.17907 Ha

***

Entry 2:
Here is a molecular structure, C38H35Cl5N4OTeV at a distorted geometry from the Open Molecules 2025 dataset. Energies are from ωB97M-V with the def2-TZVPD basis set.

Each line ends with the Mulliken spin population.
Cartesian coordinates (Å):
V -9.479048 -17.107868 8.263680  2.1769
C -12.308387 -14.797346 10.236679  0.0155
C -10.930193 -14.102445 10.091780  0.0772
C -9.802539 -14.597509 10.936738  -0.1058
C -9.076532 -13.699272 11.713932  -0.0117
C -8.273871 -14.168274 12.743978  0.0170
C -8.320048 -15.493999 13.072566  -0.0064
C -8.687560 -16.450629 12.144372  -0.0070
C -8.515216 -17.938434 12.474687  0.0232
C -7.322751 -18.234162 13.382827  0.0034
C -9.519124 -16.004882 11.048795  -0.0100
N -10.138935 -16.936838 10.170115  0.0022
C -10.846799 -17.942727 10.799875  0.4745
C -11.190307 -19.155848 10.246518  -0.1090
C -11.405386 -20.464111 10.798706  0.3012
C -11.464512 -21.378060 9.706560  -0.1117
C -11.327798 -20.649650 8.522037  0.2165
N -11.127494 -19.306237 8.832455  0.0619
H -12.438530 -15.533851 9.441974  0.0170
H -13.084117 -14.005483 10.113641  -0.0007
H -12.412916 -15.242324 11.225623  -0.0047
H -11.046727 -13.023181 10.353874  0.0007
H -10.626835 -14.152795 9.003049  -0.0384
H -9.125662 -12.606336 11.496944  -0.0008
H -7.631041 -13.465322 13.273456  0.0023
H -7.960744 -15.800583 14.038925  -0.0020
H -8.448433 -18.557103 11.554508  -0.0171
H -9.439460 -18.303910 13.037113  -0.0081
H -7.334759 -19.340110 13.577073  -0.0003
H -7.377038 -17.794480 14.383612  -0.0005
H -6.405039 -18.013932 12.860280  0.0004
H -11.069788 -17.839572 11.859451  -0.0025
H -11.458086 -20.628727 11.850391  0.0145
H -11.584334 -22.455398 9.815232  -0.0042
H -11.338457 -20.958690 7.471010  0.0278
Cl -6.207380 -21.368838 10.339300  0.0005
C -5.918011 -19.753925 9.848528  0.0186
C -4.619364 -19.274324 10.028736  -0.0106
C -4.329817 -17.915816 9.769113  0.0090
Cl -2.795033 -17.284125 9.963025  0.0015
C -5.290533 -16.987410 9.284351  -0.0114
C -5.002504 -15.634756 8.848597  0.0543
C -6.018531 -14.788555 8.441793  -0.0315
C -7.329800 -15.279507 8.543108  0.1409
N -7.633170 -16.587684 8.734797  -0.0292
C -6.641091 -17.432503 9.147177  0.1074
C -7.006174 -18.825842 9.517835  -0.0930
O -8.208740 -19.183128 9.531914  -0.0216
H -3.844038 -19.906565 10.357266  -0.0007
H -3.998826 -15.240880 8.739052  0.0032
H -5.824775 -13.770289 8.112392  -0.0021
H -8.220588 -14.652596 8.472258  -0.0326
C -13.693064 -17.094607 5.592645  0.0079
C -13.167441 -18.228734 6.455040  -0.0138
C -14.024684 -18.453452 7.688249  0.0092
C -13.148438 -19.527714 5.607892  0.0126
C -11.798071 -17.865389 6.918527  0.1637
C -11.032076 -18.288347 7.965808  -0.1868
H -14.782207 -17.298012 5.352073  0.0007
H -13.131590 -17.040652 4.676853  0.0027
H -13.606512 -16.097929 6.054332  -0.0065
H -15.010130 -18.778248 7.393371  -0.0019
H -14.066361 -17.498267 8.273835  0.0029
H -13.533272 -19.237569 8.310676  -0.0025
H -14.140927 -19.640131 5.188596  0.0003
H -12.967113 -20.426946 6.299054  -0.0029
H -12.433816 -19.387089 4.769284  -0.0040
Te -10.676097 -15.929258 6.147300  -0.1510
C -10.819933 -13.813536 6.376804  0.0520
C -11.945603 -13.099911 6.919414  -0.0087
C -11.876273 -11.723071 7.028368  0.0108
C -10.845775 -11.052932 6.397692  -0.0162
C -9.776632 -11.700254 5.847264  0.0089
C -9.684413 -13.089087 5.994585  -0.0076
H -12.765354 -13.724104 7.357561  0.0004
H -12.685625 -11.191022 7.536662  0.0007
H -10.823342 -9.968615 6.359918  -0.0025
H -8.952587 -11.172423 5.341698  0.0008
H -8.790850 -13.645826 5.743894  -0.0005
Cl -6.120802 -19.981041 4.540989  0.0027
C -6.928246 -18.530054 5.032094  0.0230
Cl -6.798518 -17.118152 3.970825  0.0019
Cl -10.774123 -16.859887 3.743244  -0.0186
C -7.925865 -18.464965 6.005985  0.0252
N -8.703896 -18.260536 6.872484  0.0035

Force components x, y, z for each atom (eV/Å):
V -1.752 -0.696 1.279
C 0.168 1.016 -0.282
C 0.109 0.787 -1.319
C 0.075 -1.682 0.298
C 0.443 0.515 -0.382
C -0.365 1.558 -0.168
C 1.217 -0.792 -0.082
C -2.093 -0.341 -0.361
C -0.923 -0.137 0.632
C -0.504 -1.636 0.077
C 0.123 0.488 0.892
N -0.124 0.313 0.336
C 0.215 1.088 0.797
C 0.440 -1.447 -1.608
C -0.050 1.341 -1.613
C -0.073 0.738 0.062
C -0.079 -0.201 0.399
N -1.053 -3.575 1.670
H -0.065 -0.183 0.297
H 0.322 -0.621 0.097
H -0.105 -0.177 -0.084
H 0.066 -0.638 -0.381
H -0.388 0.175 0.989
H -0.097 -0.938 0.212
H -0.422 -0.132 0.314
H 0.573 -0.162 0.072
H -0.147 0.513 0.559
H 1.015 0.442 -0.786
H 0.163 0.785 -0.248
H 0.131 0.299 -0.297
H 0.507 0.277 0.123
H 0.138 0.180 -0.119
H 0.006 -0.329 0.405
H 0.054 0.361 -0.255
H 0.160 0.119 0.712
Cl -0.538 -0.490 -0.033
C 0.189 2.334 0.093
C -1.146 2.426 -0.945
C -1.924 -0.992 -0.364
Cl 2.430 0.346 0.454
C -0.411 0.306 -0.374
C -0.524 -0.265 -0.422
C -0.041 -0.947 0.921
C -0.833 -1.204 -0.218
N 3.262 1.849 1.231
C 0.728 -0.366 0.050
C -0.088 -1.059 -0.264
O 0.190 0.570 -0.333
H 0.777 -0.690 0.355
H 0.100 -0.428 0.317
H -0.081 -0.228 0.145
H 0.339 0.109 -0.464
C -1.826 -0.084 -0.182
C 0.013 0.338 -0.461
C 0.756 0.383 0.992
C 0.574 -0.234 0.746
C 1.901 -0.292 2.738
C -1.845 2.801 -2.953
H 0.999 0.319 0.180
H 0.187 -0.015 -0.487
H -0.172 -0.407 0.178
H -0.541 -0.101 0.030
H -0.157 -0.842 -0.341
H -0.611 0.545 -0.238
H -0.344 -0.168 -0.183
H 0.050 1.244 -1.309
H -0.206 -0.499 0.636
Te 0.656 -0.466 1.067
C -1.100 1.325 2.361
C 0.812 -1.308 -0.031
C -1.137 -0.551 -0.101
C 0.117 1.557 0.008
C 1.198 -1.011 -0.099
C -0.943 -0.365 -0.520
H 0.625 0.899 -0.445
H 0.303 -0.002 -0.201
H -0.263 0.032 0.094
H -0.465 -0.074 0.456
H 0.152 0.076 -0.308
Cl -0.181 0.072 0.056
C -1.478 0.679 1.209
Cl 0.030 -0.604 0.308
Cl -0.073 -1.379 -2.905
C 1.401 -0.050 -0.884
N 1.451 -0.399 -1.795

Computed properties:
* net charge: -2
* 2S+1: 4
* orbital gap (spin up / spin down): 0.17304 / 0.18619 Ha

***

no.,calculated total energy (Ha)
1,-1839.06019
2,-5276.12213